Entry from the Open Molecules 2025 dataset: 17 unconnected molecules or ions with the total composition C43H130N10O17 at a distorted geometry (ωB97M-V with the def2-TZVPD basis set).

Geometry as XYZ:
```
200
Properties=species:S:1:pos:R:3:forces:R:3:mulliken_charge:R:1
O -2.50816 -0.52256 1.04741 1.31 -1.12 1.05 -0.2934
O -1.77710 -4.20057 -11.42012 -1.85 -2.82 -1.15 -0.2998
O 2.46303 -3.57552 10.55867 1.12 0.29 0.34 -0.3132
O 1.25605 4.58523 -9.15446 -0.50 -0.93 -0.14 -0.3554
O 7.46741 -1.82325 3.81847 -1.11 -0.92 -0.17 -0.2995
O -6.37624 4.15842 3.93220 0.70 -0.49 -1.12 -0.5162
O -9.42849 -2.12622 -2.53896 0.61 0.19 -1.67 -0.2734
O 3.16130 2.97078 -1.32364 -0.20 0.11 -0.07 -0.6460
O 3.72616 -4.50396 -3.23349 -0.17 -0.16 0.03 -0.6269
O 0.60892 -7.67358 -5.22582 1.16 -1.47 2.34 -0.5020
O 0.58676 -9.12869 2.92009 0.44 0.78 0.19 -0.3576
O -5.56370 0.38613 -7.27410 0.00 -0.26 -0.05 -0.6446
O -3.83573 3.72218 -4.36538 -0.28 -0.06 -0.05 -0.6612
O -2.19279 9.02190 1.63197 -0.32 -0.68 -0.49 -0.3523
O -1.99759 4.41790 10.58876 0.52 2.59 0.09 -0.3509
O -9.59789 -1.97612 2.55576 0.21 -0.44 -0.05 -0.4921
O 10.92419 1.54027 -4.72125 -0.85 -1.17 0.82 -0.3408
N -0.62526 -10.54748 5.53054 0.03 -0.03 -1.17 -0.7308
N 0.74235 -1.78769 -10.57396 1.39 -0.90 0.05 -0.7734
N -0.66210 6.22387 -7.40105 0.65 -0.15 0.48 -0.7078
N -2.30713 8.19535 11.01203 -0.14 0.52 -0.59 -0.7476
N 4.44223 -0.34142 5.45085 0.20 0.98 -0.36 -0.7483
N -3.33542 11.62680 -0.70599 -0.21 -0.91 -0.05 -0.7040
N -8.10057 -5.12904 -4.26091 0.23 -0.52 -0.88 -0.7068
N 4.57809 -4.82207 12.38070 -1.10 0.05 -0.05 -0.7892
N 7.28650 0.65667 -3.91556 0.53 -0.16 -0.40 -0.6733
N -1.39763 0.93753 -1.11428 0.02 0.73 0.06 -0.6182
C -1.69745 7.00395 10.47603 0.53 -2.10 1.81 0.3643
C 5.32319 -1.34883 4.86333 0.39 -0.71 0.28 0.6441
C -1.91269 4.45091 9.15980 -0.52 -2.31 0.46 -0.7497
C 8.45159 1.43874 -4.44689 -0.97 -0.20 -0.06 0.4436
C 5.50167 -5.83893 10.43728 -0.14 -1.21 -1.55 -1.5115
C -4.01416 9.32350 -1.03665 1.26 -0.21 0.10 -1.4236
C 8.33067 2.83955 -3.89277 0.67 0.48 -0.02 -1.3976
C -2.46821 5.75034 11.05817 -0.16 -0.62 -1.21 -0.7816
C 2.14057 5.23153 -10.09284 -0.91 0.54 0.66 -0.7372
C -2.01030 9.95501 0.59401 -1.43 0.62 0.13 -0.6409
C 9.79959 0.73035 -4.21227 0.08 1.26 -0.76 -0.6241
C -1.23165 8.01047 1.50239 0.30 -0.12 1.42 -0.7457
C -2.29949 -1.11032 2.36585 -0.48 0.97 -0.44 -0.7656
C -1.58727 -1.14265 0.11370 -0.75 -0.75 0.56 -0.8712
C 1.40169 4.79387 -7.75257 1.06 1.70 0.16 -0.7940
C -1.82785 -5.52403 -12.03180 -0.86 0.11 1.41 -0.7974
C -1.80990 -0.47048 -1.19484 0.74 1.49 -0.47 0.6323
C -9.52021 -0.76104 -2.94871 -0.65 0.39 0.90 -0.7834
C -8.23623 -2.18064 2.91951 0.17 0.76 -0.38 -0.4906
C -6.97248 -3.73014 -2.64663 0.60 -0.15 -0.27 -1.4103
C -1.13087 -1.11045 -2.39654 -0.24 -1.21 0.41 -1.5036
C 1.22184 -3.63110 9.95484 -1.58 -0.83 0.62 -0.7809
C -3.39515 10.31053 -0.03160 0.02 0.44 -0.02 0.4803
C 0.82203 6.15328 -7.27876 -0.12 0.19 -0.20 0.6237
C 8.63297 -1.45714 3.12851 0.01 1.41 0.84 -0.6878
C 6.50848 -0.78195 3.97130 -0.77 -0.53 1.00 -0.6841
C 3.18484 -4.75743 10.29550 0.42 -1.02 0.31 -0.8226
C -5.36509 4.07337 2.87472 0.05 0.48 0.94 -0.4011
C -0.08552 -7.11422 -6.24252 -0.59 1.26 -1.46 -0.4479
C 12.15069 1.00248 -4.20078 -0.82 -0.34 -0.30 -0.7139
C -0.58521 -2.38294 -10.68915 0.99 1.78 -0.20 0.4420
C 4.47255 -2.36816 4.13624 0.16 -0.05 -0.74 -1.4795
C 1.27002 6.53360 -5.85183 -0.24 -0.32 -0.39 -1.4356
C 0.37679 -8.63641 4.26740 0.59 0.90 -1.87 -0.7043
C 4.57490 -4.76901 10.91041 0.93 1.20 0.82 0.7741
C -8.29869 -4.19640 -3.18761 -0.01 0.84 0.42 0.5173
C -0.84613 -9.21926 4.90519 -0.42 -0.93 2.68 0.5465
C -9.15109 -3.01000 -3.65260 0.12 -0.41 1.06 -0.6488
C 1.49587 -8.22312 2.21512 -1.51 -1.63 -0.03 -0.6825
C -1.42805 -8.38784 6.06795 0.27 0.58 -0.75 -1.3777
C -0.49913 -3.75248 -11.38287 0.76 1.83 0.03 -0.6610
C -0.24556 6.92301 10.99004 0.18 -0.22 -0.50 -1.2561
C -1.36491 -1.29867 -11.45598 -1.58 -0.46 -0.57 -1.3791
H 5.80339 -1.87223 5.69010 0.55 -0.21 -0.07 0.1833
H -0.02886 -10.43174 6.33740 0.09 0.12 0.20 0.2614
H -1.77614 8.88315 10.49716 0.13 0.96 0.45 0.2894
H 7.48999 0.19025 -3.04313 0.30 0.29 0.44 0.2330
H 0.52883 -2.86366 10.29963 0.70 0.81 -0.37 0.3080
H -8.73771 -0.30497 -3.55516 0.51 -0.85 -0.32 0.3333
H -0.06640 -11.05910 4.86270 0.04 -0.60 -0.04 0.2827
H -5.11634 0.95568 -6.64824 0.15 0.16 0.22 0.3256
H -0.47604 -7.88162 -6.91088 0.22 0.03 -0.10 0.2043
H -2.86753 11.40871 -1.57410 0.16 0.56 -0.37 0.2800
H 12.99069 1.18701 -4.87045 -0.19 0.47 0.04 0.2574
H -0.04657 -1.19665 -2.32610 0.17 0.62 0.20 0.3758
H 2.67806 -5.64307 10.67878 -0.52 -0.09 0.34 0.3815
H 3.86191 2.50805 -1.78326 0.20 -0.11 -0.20 0.3216
H -2.67581 -2.13196 2.41817 0.30 -0.18 -0.21 0.2886
H 0.92523 -7.31252 2.03266 0.53 0.41 0.19 0.3048
H 3.98508 -1.84710 3.31225 -0.26 -0.14 -0.12 0.3568
H -10.46585 -0.55273 -3.44919 -0.17 -0.13 -0.12 0.3140
H 1.26140 -3.75008 8.87208 0.04 0.32 -0.16 0.2792
H 2.35917 6.57664 -5.85172 0.01 -0.10 0.32 0.3631
H -7.42879 -4.77937 -4.92915 0.42 0.15 0.04 0.2689
H -1.44907 1.27930 -0.16526 -0.57 0.00 0.22 0.2150
H 0.18697 6.00869 10.58379 0.23 -0.02 0.13 0.2954
H -7.62673 -1.67298 2.17193 0.38 0.21 0.20 0.2024
H -1.26111 9.63058 -0.12818 -0.12 -0.14 -0.28 0.3830
H -1.71058 7.01052 9.38613 0.04 -0.29 -0.09 0.3314
H 1.68670 6.17921 -10.38269 0.07 0.30 0.07 0.2737
H 7.41395 3.36800 -4.15443 -0.31 -0.59 0.02 0.3508
H -0.82434 -8.35656 6.97495 0.31 -0.07 -0.12 0.3294
H -4.14605 8.33228 -0.60284 -0.44 0.14 0.19 0.3417
H -3.15811 3.34140 -3.80674 0.17 -0.16 0.23 0.3157
H -1.71148 -9.28493 4.24567 0.53 -0.17 -0.70 0.2342
H 1.16301 6.93631 -7.95603 0.81 -0.01 -0.10 0.2429
H -1.50182 -0.33031 -10.97470 0.04 -0.32 0.93 0.3920
H -6.13681 0.97388 -7.76636 -0.15 0.12 -0.14 0.3182
H 3.24260 -4.94342 9.22304 0.26 0.26 -0.35 0.3680
H -6.37309 -3.21262 -3.39563 -0.12 0.20 -0.31 0.3319
H 2.45149 -8.12577 2.73031 -0.09 0.36 0.17 0.2794
H -2.87069 -5.84002 -12.00462 -0.02 0.23 -0.20 0.2729
H -7.88392 -3.21210 2.91076 -0.44 -0.27 0.26 0.2389
H 1.07882 -1.73548 -11.52483 0.48 0.14 -0.13 0.2911
H 1.36319 -8.74026 4.71942 -0.25 -0.52 1.07 0.2544
H -9.57913 -1.92950 1.59707 -0.43 -0.04 -0.05 0.3087
H -4.42147 3.73366 3.30166 -0.04 -0.21 0.21 0.2254
H 9.10081 3.47582 -4.32881 0.39 -0.08 0.35 0.3362
H 0.69267 -0.82781 -10.26371 -0.18 0.03 0.17 0.2625
H -6.39966 -4.62908 -2.41888 0.11 0.13 0.54 0.3700
H 5.05082 -3.83228 10.62035 -0.04 0.40 -0.37 0.2031
H 3.85678 -4.06013 -4.07146 0.00 0.10 -0.24 0.3206
H -1.28874 7.50160 0.54017 0.24 0.02 -0.05 0.3239
H 5.53319 -5.81229 9.34806 0.34 0.21 -0.23 0.3673
H -0.27357 8.47333 1.73891 0.58 -0.21 -0.67 0.3308
H 0.67719 -4.48293 10.36209 -0.02 -0.75 -0.25 0.3286
H -0.11927 6.91594 12.07268 -0.64 -0.27 0.10 0.3265
H -2.89487 -0.46156 -1.29899 -0.10 -0.12 -0.41 0.1817
H -0.79561 7.22469 -7.37580 -0.68 0.21 0.21 0.2606
H -3.35383 4.25496 -4.99796 0.14 0.19 -0.20 0.3298
H -8.75133 -4.75084 -2.36553 -0.58 0.20 0.02 0.2290
H 6.20251 -0.40031 2.99722 -0.36 -0.11 -0.18 0.3664
H 2.47054 4.71569 -7.55368 0.37 0.60 0.23 0.3754
H 4.87726 0.13385 6.22864 0.33 0.17 -0.08 0.2486
H -0.55290 -1.13197 0.45732 0.21 0.55 0.17 0.3802
H -1.06842 4.93371 8.66766 -0.18 0.81 0.45 0.2514
H -0.93282 -6.52317 -5.89488 -0.23 0.19 0.00 0.2263
H -1.43322 -5.68403 -13.03517 0.13 0.89 -0.21 0.3158
H -5.11701 5.03614 2.42792 -0.40 0.16 -0.02 0.1722
H -2.55366 5.80703 12.14333 0.91 -0.30 0.08 0.3895
H 6.52585 -5.76651 10.80320 -0.15 0.31 0.16 0.3654
H 5.49275 -4.59731 12.74536 0.18 -0.06 -0.12 0.2397
H -1.31005 -6.24145 -11.39518 0.29 0.04 0.21 0.3174
H 9.74074 -0.21461 -4.75235 0.30 -0.19 -0.12 0.3141
H -2.76838 12.29165 -0.19951 0.10 0.03 0.10 0.2676
H 6.90006 0.07157 4.52472 0.46 0.16 0.10 0.3327
H -1.41352 -2.16314 -2.38824 -0.34 -0.14 -0.37 0.3897
H -3.52346 5.73725 10.78548 -0.25 0.54 -0.55 0.3776
H -10.04031 -3.45385 -4.10024 -0.60 0.39 0.12 0.2917
H 3.14188 5.45020 -9.72181 0.06 -0.30 0.30 0.3419
H -4.90939 9.72315 -1.51302 -0.10 -0.10 0.41 0.3589
H -1.62649 10.85307 1.07803 0.10 0.39 -0.19 0.2630
H 3.96873 -4.08273 12.70030 -0.18 0.10 0.32 0.2570
H -1.40230 -0.67683 -3.35903 -0.06 0.13 0.23 0.3525
H -3.20645 8.28495 10.56114 -0.62 0.01 0.19 0.2743
H -1.53049 -7.37452 5.67963 -0.35 0.22 0.39 0.3716
H -1.81430 -2.20444 0.01803 -0.35 -0.32 0.08 0.4050
H -5.62105 3.37972 2.07381 -0.52 0.02 0.27 0.2178
H -2.35720 -1.63122 -11.76078 -0.17 -0.02 0.02 0.3309
H 0.39650 7.75427 10.69871 -0.20 0.18 -0.52 0.3771
H 4.39963 -4.13764 -2.66036 0.15 0.05 0.19 0.3072
H -9.49581 -0.15520 -2.04291 -0.22 -0.15 0.19 0.2554
H -2.90490 4.64273 8.75136 0.10 0.77 -0.31 0.3382
H 1.02762 4.05632 -7.04250 -0.85 -0.75 -1.00 0.3855
H 0.89403 7.48986 -5.48809 -0.03 0.29 -0.55 0.3661
H -2.39486 -8.80729 6.34623 0.02 0.13 -0.10 0.3676
H -0.42716 1.10390 -1.33928 0.22 -0.45 -0.45 0.2562
H -0.93063 5.97685 -8.34285 0.05 -0.32 -0.26 0.2600
H 8.30123 1.51448 -5.52380 0.01 -0.15 -0.12 0.3128
H 9.32560 -2.26691 2.89910 -0.52 -0.32 0.28 0.2400
H 5.06781 -3.17994 3.71817 0.20 0.15 -0.04 0.3281
H -8.61120 -2.50852 -4.45581 0.14 0.30 0.03 0.3253
H 8.42501 -0.89680 2.21699 -0.14 -0.03 -0.25 0.2783
H 3.31307 2.77801 -0.39842 0.01 -0.01 0.26 0.3201
H 1.66915 -8.70184 1.25133 0.10 0.05 0.03 0.2643
H 0.88042 5.85426 -5.09367 0.28 -0.49 -0.15 0.3059
H 0.26468 -7.55380 4.20840 -0.32 0.39 -0.14 0.3568
H -6.56652 5.06969 4.16672 0.23 0.04 -0.28 0.3024
H 3.71726 -2.85670 4.75184 -0.04 0.29 0.24 0.3894
H -8.93156 -5.23298 -4.82548 -0.41 -0.23 0.16 0.2521
H 1.19273 -6.99714 -4.87486 0.03 -0.23 0.26 0.3153
H 8.41495 2.80084 -2.80672 0.10 0.26 0.09 0.2918
H 5.17349 -6.86255 10.61784 -0.27 0.03 0.54 0.3456
H 12.31599 1.38446 -3.19338 0.26 0.05 0.01 0.2767
H -1.75800 3.40537 8.89330 0.07 -0.24 0.02 0.2708
H -1.35005 7.30059 2.32101 -0.42 -0.20 -0.15 0.2468
H 9.90147 0.49123 -3.15372 0.29 0.23 0.27 0.3644
H -0.17126 -3.65642 -12.41794 0.61 0.38 -0.29 0.2792
H -0.90360 -2.50491 -9.65384 -0.64 -0.21 -0.19 0.2172
H -3.29979 9.13734 -1.83861 0.18 0.15 -0.29 0.3505
H 7.04616 -0.12040 -4.51431 0.02 0.03 -0.45 0.2660
H -2.84404 -0.54838 3.12465 -0.35 0.24 -0.38 0.2753
H -1.26244 -1.00867 2.68569 0.25 -0.39 -0.29 0.3069
H 0.18908 -4.43928 -10.89013 0.14 0.00 0.41 0.4416
H 12.04438 -0.08150 -4.15875 0.18 -0.20 0.18 0.3058
H -4.09743 10.36512 0.80022 0.09 0.21 0.22 0.2395
H -7.08801 -3.04070 -1.81032 0.02 -0.33 0.12 0.3355
H 3.59814 -0.72016 5.85603 -0.05 -0.44 -0.35 0.2387
H 2.19702 4.67028 -11.02553 -0.03 -0.49 0.38 0.2389
H 9.08897 -0.77211 3.84329 0.94 0.30 -0.39 0.2931
H -8.08347 -1.70409 3.88784 0.11 -0.24 -0.01 0.2328
H -0.87853 -0.94609 -12.36549 0.46 -0.72 -0.29 0.3484
H 0.63806 -6.45545 -6.72266 -0.57 0.24 -1.02 0.2032
```
Forces are in eV/Å.

Calculated values
E (eV): -96395.8736
Gap between HOMO and LUMO (hartree): 0.3259